A structure of composition C32H38As2N6NaOS, computed with ωB97M-V/def2-TZVPD.

Structure (ORCA input):
```
! RIJCOSX wB97M-V def2-TZVPD def2/J DEFGRID3
* xyz 1 1
Na -0.384 1.686 -0.998
C 3.475 4.820 1.718
N 2.132 4.746 2.214
C 1.613 5.305 3.348
C 0.312 4.961 3.419
N 0.008 4.179 2.314
C 1.155 4.069 1.557
S 1.456 3.322 0.113
C -1.251 3.642 2.045
C -2.224 3.592 3.052
C -3.486 3.141 2.724
C -3.742 2.733 1.421
C -2.695 2.761 0.516
N -1.480 3.201 0.815
H 4.073 5.442 2.376
H 3.469 5.238 0.709
H 3.904 3.817 1.663
H 2.198 5.910 4.006
H -0.422 5.241 4.141
H -2.004 3.886 4.066
H -4.258 3.107 3.478
H -4.726 2.406 1.125
H -2.823 2.435 -0.510
C -3.983 0.016 -3.279
As -2.315 0.052 -2.226
C -2.973 -1.019 -0.716
C -1.324 -1.336 -3.176
C -1.894 -2.577 -3.419
C -1.179 -3.598 -4.024
C 0.141 -3.384 -4.376
C 0.717 -2.145 -4.152
C -0.003 -1.105 -3.577
As 0.792 0.669 -3.326
C 2.567 0.391 -4.131
C -0.051 1.475 -4.898
H -4.392 -0.994 -3.347
H -3.796 0.389 -4.288
H -4.722 0.665 -2.795
H -3.323 -1.999 -1.039
H -3.801 -0.499 -0.227
H -2.176 -1.154 0.015
H -2.927 -2.762 -3.150
H -1.653 -4.549 -4.226
H 0.713 -4.175 -4.841
H 1.750 -1.998 -4.440
H 2.502 0.034 -5.161
H 3.159 -0.307 -3.535
H 3.091 1.351 -4.130
H 0.120 0.858 -5.783
H 0.380 2.463 -5.065
H -1.123 1.579 -4.725
N 1.830 -4.681 2.244
C 2.138 -5.460 3.322
C 2.507 -6.792 3.441
C 2.748 -7.258 4.715
C 2.627 -6.426 5.836
C 2.260 -5.104 5.727
C 2.009 -4.608 4.449
N 1.632 -3.366 4.035
C 1.532 -3.429 2.730
C 1.133 -2.323 1.893
C 0.767 -1.100 2.469
C 0.343 -0.075 1.649
N 0.263 -0.165 0.323
C 0.644 -1.315 -0.222
C 1.072 -2.410 0.500
H 1.817 -4.978 1.285
H 2.601 -7.431 2.577
H 3.038 -8.288 4.857
H 2.829 -6.841 6.811
H 2.166 -4.462 6.589
H 0.816 -0.992 3.540
H 0.039 0.876 2.067
H 0.588 -1.365 -1.302
H 1.350 -3.309 -0.028
C -1.509 4.350 -2.978
O -0.722 3.356 -2.340
H -0.970 4.813 -3.809
H -1.812 5.128 -2.271
H -2.402 3.865 -3.366
H 0.065 3.808 -2.016
*
```

Computed properties:
**Gap between HOMO and LUMO**: 0.2932 Eh
**HOMO**: -10.2 eV
**LUMO**: -2.20 eV
**Total energy**: -181714.6505 eV

Results of the Mulliken charge analysis, in e, for atoms 1 through 5:
1 Na 0.86
2 C -0.83
3 N 0.22
4 C -0.64
5 C -0.36